C21H33IN5OScSi as an isolated structure in a non-equilibrium geometry. Source: OMol25; level of theory: the ωB97M-V functional and the def2-TZVPD basis.

Computed properties:
LUMO level (spin up / spin down) in eV: 3.687 / 3.930
DFT total energy in a.u.: -2516.55253
HOMO energy (spin up / spin down) in eV: 2.32 / 2.34

```
! wB97M-V def2-TZVPD RIJCOSX def2/J DEFGRID3
* xyz -2 1
C -1.160 1.733 -4.295
I 0.577 2.623 -4.307
H -1.493 0.636 -3.985
H -0.665 1.123 -5.200
H -2.220 2.186 -4.370
C 0.579 2.984 0.579
C -0.628 3.567 0.366
N -1.138 3.015 -0.770
C -0.437 1.894 -1.110
N 0.770 1.998 -0.404
H 1.293 3.051 1.389
H -1.084 4.313 1.010
C 2.323 -2.967 -3.038
C 1.765 -1.793 -1.202
N 2.726 -2.026 -2.130
H 0.470 -4.167 -3.070
N 0.806 -2.754 -1.483
H 2.902 -3.243 -3.902
Sc 0.680 -0.363 -0.252
C -0.754 0.934 -2.114
O -0.570 -0.280 -1.914
C 1.119 -3.433 -2.628
C -0.408 -3.016 -0.744
H -0.556 -4.103 -0.589
H -1.283 -2.627 -1.293
H -0.374 -2.519 0.245
C 3.967 -1.299 -2.226
H 4.722 -1.907 -2.743
H 4.352 -1.029 -1.231
H 3.831 -0.377 -2.812
C 2.085 1.719 -1.000
H 2.780 2.581 -0.818
H 1.997 1.485 -2.082
H 2.531 0.856 -0.454
C -2.299 3.540 -1.451
H -1.918 4.063 -2.333
H -2.870 4.210 -0.772
H -2.873 2.677 -1.773
C 2.447 -0.567 1.774
Si 0.828 -0.835 2.653
C 0.731 -2.617 3.245
C 0.766 0.221 4.199
N -0.424 -0.465 1.539
C -1.760 -0.264 1.824
C -2.710 -1.288 1.614
C -4.061 -0.994 1.759
C -4.487 0.270 2.169
C -3.530 1.227 2.506
C -2.174 0.959 2.388
H 3.165 -1.195 2.332
H 2.802 0.470 1.851
H 2.461 -0.925 0.709
H 1.419 -2.828 4.078
H -0.272 -2.876 3.608
H 0.987 -3.326 2.448
H 1.209 1.212 4.034
H -0.258 0.381 4.563
H 1.321 -0.220 5.042
H -2.383 -2.281 1.293
H -4.803 -1.747 1.518
H -5.550 0.497 2.267
H -3.845 2.204 2.845
H -1.423 1.704 2.644
*
```

---

C21H33IrN2O4P2 as an isolated structure in a non-equilibrium geometry. Source: OMol25; level of theory: the ωB97M-V functional and the def2-TZVPD basis.

Computed properties:
LUMO level (spin up / spin down) in eV: -2.341 / -5.083
DFT total energy in a.u.: -2017.03977
HOMO energy (spin up / spin down) in eV: -7.14 / -11.07
Energy above the lowest of the compared OMol25 structures with the same formula, charge and spin in kcal/mol: 0.0

```
! wB97M-V def2-TZVPD RIJCOSX def2/J DEFGRID3
* xyz 1 6
C -1.383 0.819 -3.972
C -0.874 0.886 -2.660
N -0.495 -0.242 -2.036
C -0.752 -1.461 -2.546
C -1.210 -1.566 -3.887
C -1.527 -0.402 -4.602
C -0.470 2.241 -2.086
P 0.338 2.026 -0.462
Ir 0.754 -0.106 -0.157
P -0.457 -2.457 0.004
C -0.508 -2.740 -1.783
C 1.110 0.059 1.963
C 2.297 0.694 2.246
C 2.744 0.761 3.562
C 1.967 0.280 4.609
C 0.709 -0.273 4.318
C 0.255 -0.372 2.999
O -4.613 3.399 -1.109
O -4.062 -0.058 -0.091
H -1.485 1.746 -4.504
H -1.360 -2.566 -4.289
H -1.865 -0.463 -5.662
C 1.888 2.968 -0.742
C -0.599 2.959 0.764
H -1.321 -3.458 -1.972
H 0.413 -3.216 -2.138
H -1.250 2.958 -2.267
H 0.313 2.648 -2.768
C 0.547 -3.691 0.773
C -2.133 -2.871 0.563
H 2.854 1.150 1.442
H 3.715 1.197 3.756
H 2.300 0.349 5.655
H 0.060 -0.626 5.122
H -0.763 -0.744 2.818
H -3.991 0.847 -0.484
H -4.146 -0.031 0.921
H -4.893 2.471 -0.985
H -4.487 3.393 -2.075
H -0.193 -1.153 0.901
H 1.599 4.016 -0.797
H 2.638 2.869 0.042
H 2.372 2.633 -1.662
H -0.346 4.012 0.624
H -1.673 2.790 0.648
H -0.287 2.662 1.767
H -2.230 -3.965 0.486
H -2.142 -2.757 1.654
H -2.869 -2.212 0.084
H -0.150 -4.504 0.983
H 1.372 -4.021 0.140
H 0.919 -3.308 1.724
O 2.272 0.501 -2.898
C 2.913 -0.335 -2.236
C 4.195 -1.027 -2.590
C 4.593 -1.770 -1.318
C 3.429 -1.580 -0.377
O 3.291 -2.047 0.734
N 2.492 -0.741 -0.985
H 4.002 -1.715 -3.420
H 4.934 -0.295 -2.925
H 4.777 -2.843 -1.463
H 5.488 -1.342 -0.848
*
```

---

C21H33LaN2O4P2 as an isolated structure in a non-equilibrium geometry. Source: OMol25; level of theory: the ωB97M-V functional and the def2-TZVPD basis.

Computed properties:
LUMO level in eV: -0.042
DFT total energy in a.u.: -1944.75061
HOMO energy in eV: -5.69
Energy above the lowest of the compared OMol25 structures with the same formula, charge and spin in kcal/mol: 0.0

```
! wB97M-V def2-TZVPD RIJCOSX def2/J DEFGRID3
* xyz 0 1
C -0.353 3.636 -1.305
C -0.324 2.215 -1.257
N 0.489 1.562 -0.337
C 1.253 2.315 0.483
C 1.183 3.708 0.517
C 0.375 4.380 -0.401
C -1.140 1.515 -2.178
P -1.756 -0.135 -2.007
La 0.108 -1.065 0.208
P 2.935 0.021 0.867
C 2.217 1.635 1.455
C -1.725 -2.785 0.402
C -1.127 -3.408 1.587
C 0.132 -3.977 1.507
C 0.832 -4.032 0.281
C 0.184 -3.642 -0.911
C -1.115 -3.110 -0.885
O -1.495 0.546 -6.273
O 2.207 -0.573 -2.201
H -0.999 4.098 -2.051
H 1.785 4.241 1.253
H 0.324 5.468 -0.401
C -3.407 0.063 -1.209
C -2.209 -0.680 -3.687
H 3.072 2.304 1.645
H 1.709 1.459 2.422
H -1.927 -0.026 -6.869
H -1.440 2.081 -3.065
C 3.746 -0.489 2.422
C 4.355 0.677 -0.078
H -1.692 -3.367 2.522
H 0.585 -4.395 2.408
H 1.838 -4.453 0.247
H 0.698 -3.769 -1.868
H -1.657 -2.883 -1.806
H -1.819 -1.636 0.567
H 2.741 -1.153 -2.768
H 2.218 0.265 -2.617
H -0.553 0.495 -6.493
H -2.709 -2.311 0.460
H -4.109 0.378 -1.993
H -3.736 -0.899 -0.789
H -3.376 0.810 -0.401
H -3.299 -0.614 -3.814
H -1.725 -0.093 -4.487
H -1.913 -1.734 -3.799
H 5.077 1.173 0.587
H 4.841 -0.168 -0.585
H 4.002 1.389 -0.836
H 4.393 0.306 2.820
H 2.965 -0.753 3.150
H 4.349 -1.382 2.213
O -2.932 1.678 1.591
C -2.205 1.050 2.336
C -2.003 1.239 3.833
C -0.818 0.366 4.198
C -0.469 -0.294 2.894
O 0.534 -1.044 2.652
N -1.328 0.035 1.904
H -1.829 2.299 4.060
H -2.911 0.923 4.365
H 0.037 0.942 4.578
H -1.081 -0.402 4.938
*
```

---

A single C21H33N3O2 molecule. Source: OMol25; level of theory: the ωB97M-V functional and the def2-TZVPD basis.

Computed properties:
LUMO level in eV: 0.718
DFT total energy in a.u.: -1134.76497
HOMO energy in eV: -7.97
Energy above the lowest of the compared OMol25 structures with the same formula, charge and spin in kcal/mol: 29.9
SMILES: CC(=O)Nc1ccc(CN2CCN(C3CCCCC3)[C@@H](CCO)C2)cc1

```
! wB97M-V def2-TZVPD RIJCOSX def2/J DEFGRID3
* xyz 0 1
C 6.511 -4.026 0.299
C 5.325 -3.312 0.919
O 5.418 -2.594 1.886
N 4.161 -3.586 0.260
C 2.867 -3.123 0.521
C 2.588 -2.159 1.485
C 1.286 -1.748 1.686
C 0.238 -2.278 0.943
C -1.160 -1.772 1.176
N -1.193 -0.333 0.979
C -2.381 0.310 1.498
C -2.173 1.826 1.398
N -1.921 2.295 0.051
C -3.048 2.477 -0.869
C -2.747 3.715 -1.729
C -3.831 3.946 -2.776
C -5.189 4.116 -2.105
C -5.495 2.901 -1.238
C -4.402 2.685 -0.191
C -0.814 1.551 -0.540
C 0.520 1.983 0.094
C 1.653 2.121 -0.926
O 2.014 0.916 -1.559
C -1.012 0.030 -0.410
C 0.523 -3.233 -0.021
C 1.822 -3.655 -0.231
H 6.640 -3.710 -0.735
H 7.407 -3.779 0.860
H 6.359 -5.103 0.323
H 4.223 -4.226 -0.520
H 3.392 -1.741 2.068
H 1.070 -0.996 2.429
H -1.449 -1.970 2.213
H -1.874 -2.299 0.517
H -3.287 0.004 0.940
H -2.511 0.027 2.545
H -1.288 2.074 1.990
H -3.020 2.358 1.826
H -3.148 1.603 -1.538
H -1.779 3.603 -2.219
H -2.679 4.579 -1.066
H -3.591 4.831 -3.368
H -3.868 3.090 -3.456
H -5.968 4.243 -2.859
H -5.175 5.013 -1.481
H -6.456 3.033 -0.735
H -5.570 2.014 -1.872
H -4.351 3.560 0.459
H -4.666 1.817 0.415
H -0.791 1.802 -1.607
H 0.808 1.257 0.854
H 0.381 2.956 0.565
H 2.560 2.459 -0.421
H 1.376 2.875 -1.680
H 1.246 0.575 -2.029
H -1.884 -0.285 -1.020
H -0.130 -0.495 -0.785
H -0.275 -3.655 -0.616
H 2.030 -4.400 -0.987
*
```

---

A single C21H33N3O2 molecule. Source: OMol25; level of theory: the ωB97M-V functional and the def2-TZVPD basis.

Computed properties:
LUMO level in eV: 0.738
DFT total energy in a.u.: -1134.80417
HOMO energy in eV: -8.87
Energy above the lowest of the compared OMol25 structures with the same formula, charge and spin in kcal/mol: 5.3
SMILES: CCCCNC(=O)N1CCC(CCC(=O)N(C)Cc2ccccc2)CC1

```
! wB97M-V def2-TZVPD RIJCOSX def2/J DEFGRID3
* xyz 0 1
C -0.769 -1.151 1.651
C -1.398 -1.994 0.549
C -0.663 -3.318 0.319
C 0.534 -3.202 -0.627
N 1.582 -2.348 -0.113
C 2.140 -1.380 -0.898
O 1.666 -1.096 -1.990
N 3.244 -0.735 -0.412
C 3.720 -0.741 0.950
C 3.127 0.444 1.721
C 3.286 1.772 0.948
C 1.938 2.459 0.684
C 1.018 1.756 -0.309
C -0.428 2.187 -0.130
O -0.796 2.878 0.805
N -1.293 1.747 -1.072
C -0.960 0.910 -2.200
C -2.678 2.200 -1.014
C -3.572 1.140 -0.429
C -3.621 0.971 0.950
C -4.398 -0.027 1.508
C -5.135 -0.870 0.692
C -5.097 -0.706 -0.681
C -4.319 0.295 -1.239
C 4.141 1.581 -0.315
C 3.767 0.378 -1.189
H -0.838 -1.662 2.610
H -1.280 -0.195 1.732
H 0.278 -0.965 1.435
H -1.409 -1.425 -0.382
H -2.436 -2.199 0.816
H -0.334 -3.724 1.279
H -1.350 -4.040 -0.127
H 0.935 -4.205 -0.825
H 0.221 -2.762 -1.577
H 2.071 -2.686 0.698
H 3.478 -1.676 1.457
H 4.811 -0.664 0.919
H 3.617 0.508 2.694
H 2.069 0.254 1.902
H 3.843 2.469 1.586
H 1.404 2.551 1.634
H 2.127 3.475 0.330
H 1.052 0.677 -0.157
H 1.324 1.967 -1.333
H -0.750 1.518 -3.087
H -0.100 0.272 -2.007
H -1.812 0.266 -2.418
H -2.694 3.090 -0.379
H -2.999 2.466 -2.026
H -3.045 1.636 1.578
H -4.431 -0.148 2.581
H -5.743 -1.651 1.127
H -5.675 -1.357 -1.321
H -4.306 0.426 -2.312
H 5.181 1.473 0.002
H 4.086 2.485 -0.924
H 3.009 0.635 -1.930
H 4.658 0.041 -1.734
*
```

---

C21H33N3O3 as an isolated structure in a non-equilibrium geometry. Source: OMol25; level of theory: the ωB97M-V functional and the def2-TZVPD basis.

Computed properties:
LUMO level in eV: 0.338
DFT total energy in a.u.: -1209.23117
HOMO energy in eV: -8.06
Energy above the lowest of the compared OMol25 structures with the same formula, charge and spin in kcal/mol: 521.6

```
! wB97M-V def2-TZVPD RIJCOSX def2/J DEFGRID3
* xyz 0 1
C -6.440 -2.146 -1.848
C -5.542 -1.173 -1.131
C -4.229 -0.754 -1.485
C -3.595 0.037 -0.749
C -4.204 0.514 0.223
C -5.598 0.287 0.773
C -6.351 -0.666 0.146
H -7.300 -0.750 0.138
H -6.033 0.889 1.483
O -3.589 1.581 1.168
C -2.389 2.265 0.886
C -1.349 1.179 1.239
N 0.099 1.328 0.815
C 0.504 1.236 -0.278
O -0.215 0.421 -1.153
C 1.771 1.603 -0.655
H 2.083 2.494 -0.412
H 1.789 1.562 -1.791
C 3.081 0.823 -0.330
N 2.611 -0.641 -0.275
C 2.588 -1.102 -1.869
C 3.885 -0.809 -2.291
N 4.558 0.497 -2.037
C 4.172 1.189 -0.854
O 4.860 2.308 -0.972
H 5.485 0.690 -2.593
H 4.704 -1.883 -2.129
H 3.941 -0.801 -3.567
H 1.793 -0.550 -2.185
H 2.376 -2.185 -1.766
C 3.382 -1.463 0.453
H 4.198 -1.085 0.828
H 3.796 -2.382 -0.042
C 2.448 -2.264 1.603
C 1.967 -1.079 2.551
H 1.453 -1.219 3.404
H 1.407 -0.310 1.821
H 2.847 -0.459 3.239
C 1.234 -2.771 1.014
H 1.441 -3.535 0.483
H 0.800 -2.184 0.529
H 0.440 -3.103 2.011
C 3.184 -3.195 2.461
H 2.625 -3.712 3.258
H 4.050 -2.620 2.805
H 3.776 -4.034 1.785
H 3.229 0.821 0.834
C 0.861 2.369 1.775
H 0.370 2.541 2.649
H 0.405 3.591 1.410
H 1.830 2.403 1.726
H -1.251 1.034 2.377
H -1.244 0.162 0.801
H -2.149 2.158 -0.110
H -2.103 2.953 1.509
H -2.591 0.365 -0.814
H -3.945 -1.381 -2.378
H -7.419 -1.644 -2.351
H -6.854 -2.840 -1.272
H -5.733 -2.610 -2.417
*
```

---

A 2-piece molecular cluster, C21H34BNO5PS overall in a non-equilibrium geometry. Source: OMol25; level of theory: the ωB97M-V functional and the def2-TZVPD basis.

Computed properties:
LUMO level in eV: -3.660
DFT total energy in a.u.: -2015.06328
HOMO energy in eV: -9.68

```
! wB97M-V def2-TZVPD RIJCOSX def2/J DEFGRID3
* xyz 1 1
C 4.478 -0.347 4.650
O 3.228 -0.729 3.921
B 2.780 0.512 3.257
O 3.374 1.854 3.592
P 1.361 0.586 1.916
C 0.586 -1.147 1.707
C -0.264 -1.360 0.313
C -1.702 -2.138 0.656
C -2.778 -1.932 -0.594
N -4.021 -1.165 -0.199
C -5.102 -1.487 0.813
C -6.195 -0.265 0.769
C -5.727 0.834 -0.391
C -4.308 0.152 -0.947
C 0.159 1.946 2.511
C -1.409 1.726 2.084
O -1.908 3.056 1.625
C -3.378 3.087 1.582
C -4.071 3.871 0.287
O -4.215 2.589 2.497
C 2.278 1.105 0.278
C 2.897 -0.061 -0.743
C 3.708 0.393 -2.095
C 3.892 2.008 -2.392
C 3.292 3.214 -1.445
C 2.469 2.725 -0.076
H 5.296 0.113 3.911
H 4.269 0.385 5.557
H 4.993 -1.302 5.133
H 2.616 2.498 3.830
H 1.457 -1.963 1.683
H -0.097 -1.440 2.612
H 0.273 -2.035 -0.484
H -0.591 -0.341 -0.206
H -2.195 -1.749 1.644
H -1.561 -3.302 0.785
H -2.272 -1.353 -1.480
H -3.093 -2.997 -0.981
H -5.115 -2.441 1.501
H -7.173 -0.160 1.426
H -6.265 1.822 -0.721
H -3.653 0.631 -1.812
H 0.489 3.027 2.165
H 0.192 1.971 3.700
H -1.976 1.375 3.072
H -1.598 0.888 1.290
H -3.751 3.314 -0.694
H -5.238 3.966 0.425
H -3.557 4.947 0.243
H 2.737 -1.205 -0.455
H 4.166 -0.453 -2.793
H 4.494 2.331 -3.365
H 3.433 4.361 -1.641
H 2.026 3.502 0.686
C 2.908 -4.495 -4.613
S 2.497 -2.855 -3.971
O 1.406 -3.028 -2.955
C 1.733 -2.240 -5.490
H 3.368 -5.076 -3.811
H 2.001 -5.002 -4.952
H 3.615 -4.397 -5.440
H 0.898 -2.884 -5.776
H 2.478 -2.214 -6.289
H 1.364 -1.227 -5.308
*
```

---

C21H34BrN6OPtSSe as an isolated structure in a non-equilibrium geometry. Source: OMol25; level of theory: the ωB97M-V functional and the def2-TZVPD basis.

Computed properties:
LUMO level (spin up / spin down) in eV: -9.333 / -9.309
DFT total energy in a.u.: -6716.46195
HOMO energy (spin up / spin down) in eV: -15.29 / -15.30
Energy above the lowest of the compared OMol25 structures with the same formula, charge and spin in kcal/mol: 33.3

```
! wB97M-V def2-TZVPD RIJCOSX def2/J DEFGRID3
* xyz 3 1
Pt -0.254 0.591 0.226
N -6.241 1.455 -1.406
C -4.775 1.331 -1.067
C -4.204 2.723 -0.773
C -2.661 2.768 -0.689
N -2.102 2.261 0.573
C -2.022 2.024 -1.865
C -2.549 0.596 -2.021
N -2.152 -0.243 -0.892
C -4.070 0.660 -2.244
H -6.792 1.830 -0.620
H -6.638 0.538 -1.661
H -6.377 2.091 -2.209
H -4.717 0.695 -0.177
H -4.613 3.108 0.163
H -4.502 3.399 -1.577
H -2.375 3.821 -0.775
H -2.750 1.648 1.066
H -1.881 3.030 1.195
H -0.934 1.981 -1.707
H -2.206 2.570 -2.790
H -2.084 0.167 -2.914
H -2.112 -1.224 -1.153
H -2.778 -0.164 -0.089
H -4.464 -0.344 -2.414
H -4.234 1.247 -3.150
Br 2.076 -0.221 2.555
C 2.213 1.581 1.982
C 3.248 2.360 2.462
C 3.335 3.670 2.013
C 2.355 4.136 1.147
C 1.356 3.274 0.730
N 1.288 2.001 1.126
H 3.966 1.943 3.149
H 4.155 4.298 2.325
H 2.374 5.153 0.793
H 0.594 3.600 0.039
C 3.622 -1.795 -3.249
N 3.406 -2.282 -1.916
C 2.439 -1.916 -1.059
Se 1.014 -0.797 -1.498
N 2.595 -2.599 0.094
C 3.694 -3.425 -0.009
C 4.281 -4.327 0.869
C 5.401 -4.994 0.412
C 5.922 -4.785 -0.872
C 5.337 -3.900 -1.753
C 4.212 -3.217 -1.303
H 2.996 -0.924 -3.428
H 3.378 -2.565 -3.982
H 4.670 -1.521 -3.378
H 2.022 -2.492 0.917
H 3.883 -4.496 1.857
H 5.887 -5.707 1.058
H 6.798 -5.336 -1.176
H 5.723 -3.757 -2.747
C -1.084 -2.204 2.612
S -1.407 -0.438 2.306
C -1.355 0.172 4.017
O -2.811 -0.313 1.859
H -1.822 -2.599 3.301
H -0.086 -2.288 3.027
H -1.144 -2.735 1.667
H -0.366 -0.005 4.420
H -2.108 -0.345 4.599
H -1.568 1.237 4.009
*
```

---

> Among the records above, which one has the highest DFT total energy?

number 4

---

> The highest DFT total energy belongs to which entry?

number 4

---

> Among the records above, which one has the lowest DFT total energy?

C21H34BrN6OPtSSe

---

> The highest DFT total energy belongs to which entry?

number 4